# 1
{"formula": "CH2O3S", "method": "ωB97M-V/def2-TZVPD", "species": ["C", "O", "O", "O", "S", "H", "H"], "positions_angstrom": [[0.089401, 0.225532, 0.426926], [0.057043, 3.478958, 1.262613], [-0.837470, 0.985679, 0.862395], [-0.162502, -0.560267, -0.619102], [-0.267317, 2.668571, 0.106293], [0.990482, -0.014008, 0.968293], [-1.143382, -0.374333, -0.758439]], "atomic_forces_ev_per_a": [[-1.4, -1.9, 1.8], [0.4, 0.9, 1.3], [1.3, -1.6, -0.2], [-1.7, 0.5, -0.5], [-0.5, 2.2, -2.0], [0.4, 0.4, -0.1], [1.5, -0.6, -0.3]], "lumo_ev": [0.219, -1.143], "spin_multiplicity": 3, "e_above_lowest_kcal_mol": 54.6}

# 2
{"formula": "CH2O4P", "method": "ωB97M-V/def2-TZVPD", "species": ["C", "O", "O", "O", "O", "P", "H", "H"], "positions_angstrom": [[0.849404, -0.570891, 0.842580], [0.238538, 0.068098, -1.539422], [-2.222296, 0.351213, -1.072353], [-0.401777, -0.615088, 0.697734], [1.813494, 0.269086, 0.677963], [-0.846252, 0.487239, -0.630213], [-0.651507, 1.684516, -0.093876], [1.220397, -1.674173, 1.117588]], "atomic_forces_ev_per_a": [[7.8, -1.3, 0.6], [0.3, 0.5, -0.7], [-2.1, -0.2, 0.6], [-2.5, 2.0, -0.4], [-4.7, -2.4, 1.0], [1.4, -2.1, -2.3], [0.4, 1.7, 1.2], [-0.5, 1.8, -0.1]], "lumo_ev": 4.278, "e_above_lowest_kcal_mol": 19.9, "charge": -1}

# 3
{"formula": "CH2O4S2", "method": "ωB97M-V/def2-TZVPD", "species": ["C", "O", "O", "O", "O", "S", "S", "H", "H"], "positions_angstrom": [[-0.116259, -0.092053, 1.011434], [-2.826102, -0.683079, 0.735397], [2.329206, 0.679743, 0.296003], [-1.317414, -1.358667, -1.132202], [0.487416, 2.157150, -0.056479], [-1.633615, -0.274798, -0.194177], [0.915337, 0.754040, -0.039583], [1.189222, -1.544691, 0.985674], [0.972205, 0.362359, -1.606069]], "atomic_forces_ev_per_a": [[1.0, -2.4, -1.2], [1.9, 0.7, -1.4], [0.8, -0.6, 0.1], [0.2, -1.0, -1.0], [-0.7, 0.0, -0.6], [-2.0, -0.3, 3.1], [1.6, 1.2, -1.5], [-2.3, 1.9, -0.1], [-0.5, 0.4, 2.6]], "lumo_ev": 6.354, "e_above_lowest_kcal_mol": 116.0, "charge": -2}

# 4
{"formula": "CH2O4Si", "method": "ωB97M-V/def2-TZVPD", "species": ["C", "O", "O", "O", "O", "Si", "H", "H"], "positions_angstrom": [[-0.976474, -0.852220, -0.523962], [-1.603317, -1.706000, -1.143604], [-1.238664, -0.977956, 0.736399], [-0.146673, 0.007485, -0.962025], [-0.103686, 0.677569, 1.620175], [0.851730, 0.789727, 0.312359], [2.086726, 0.139400, 0.321071], [1.130357, 1.921995, -0.360412]], "atomic_forces_ev_per_a": [[0.0, -0.6, -1.2], [-0.1, 0.3, 0.5], [1.1, 1.7, 1.8], [1.1, 0.7, 0.6], [-1.4, -1.7, -0.7], [-2.1, -2.3, -0.5], [1.3, -1.3, 0.4], [0.2, 3.1, -1.0]], "lumo_ev": [-4.785, -4.748], "e_above_lowest_kcal_mol": 130.4}

# 5
{"formula": "CH2O4Tl", "method": "ωB97M-V/def2-TZVPD", "species": ["Tl", "O", "H", "O", "C", "O", "O", "H"], "positions_angstrom": [[-0.993230, 1.445418, -1.229577], [-2.293731, 3.572027, -0.896363], [-3.214448, 3.702862, -1.187522], [1.503249, -1.946550, 1.627313], [1.147456, -1.466617, 0.465081], [0.280194, -0.567698, 0.351310], [1.638846, -1.934437, -0.577867], [1.931661, -2.805001, 1.447629]], "atomic_forces_ev_per_a": [[-0.7, 0.9, 0.3], [1.1, -1.1, 0.0], [0.0, -0.4, -0.2], [-0.5, 0.4, 0.0], [1.0, -1.5, -0.6], [-0.6, 0.9, 0.4], [-0.4, 0.7, -0.3], [0.2, 0.0, 0.3]], "lumo_ev": -10.835, "e_above_lowest_kcal_mol": 60.0, "charge": 1}

# 6
{"formula": "CH2OPS", "method": "ωB97M-V/def2-TZVPD", "species": ["C", "O", "P", "S", "H", "H"], "positions_angstrom": [[2.284760, -0.737281, 0.933791], [2.589663, -0.799224, -0.189661], [-2.126753, 0.889623, -0.508895], [2.049203, -0.631536, 2.485453], [-3.155481, 1.199433, -1.361617], [-1.641391, 0.078986, -1.359071]], "atomic_forces_ev_per_a": [[0.9, 0.1, -1.0], [-0.8, 0.0, 1.5], [-0.8, 2.5, 3.7], [-0.2, -0.1, -0.6], [-1.0, 0.4, -0.7], [1.9, -3.0, -3.0]], "lumo_ev": 2.746, "e_above_lowest_kcal_mol": 37.2, "charge": -1}

# 7
{"formula": "CH2OS3", "method": "ωB97M-V/def2-TZVPD", "species": ["C", "O", "S", "S", "S", "H", "H"], "positions_angstrom": [[-0.777962, -0.139835, -0.141845], [-0.033155, 1.320403, -0.332186], [-2.386685, -0.286303, -0.228257], [0.317763, -1.272097, 0.475099], [1.482134, 1.095685, 0.151716], [-0.652477, -2.184285, 1.014968], [2.050382, 1.466435, -0.939498]], "atomic_forces_ev_per_a": [[-1.3, 2.8, 0.2], [-2.9, -3.7, 0.1], [1.1, 0.7, -0.4], [0.0, -2.3, 1.2], [1.3, 0.8, 1.6], [0.9, 1.3, -1.1], [0.9, 0.4, -1.6]], "lumo_ev": -0.617, "e_above_lowest_kcal_mol": 29.4}

# 8
{"formula": "CH2P2", "method": "ωB97M-V/def2-TZVPD", "species": ["C", "P", "P", "H", "H"], "positions_angstrom": [[0.484245, -0.081900, 0.000251], [-1.065957, -1.019452, -0.000127], [-1.468638, 0.966519, 0.000008], [1.026068, 0.065432, 0.918414], [1.024280, 0.069401, -0.918545]], "atomic_forces_ev_per_a": [[-2.2, 1.1, 0.0], [-0.2, 0.6, 0.0], [2.3, -1.8, 0.0], [0.1, 0.0, 0.1], [0.1, 0.0, -0.1]], "lumo_ev": -0.813, "e_above_lowest_kcal_mol": 9.9}

# 9
{"formula": "CH2S2", "method": "ωB97M-V/def2-TZVPD", "species": ["C", "S", "S", "H", "H"], "positions_angstrom": [[1.519002, -0.282771, 0.131252], [3.148625, -0.247629, 0.114574], [0.896843, 1.287454, -0.174372], [0.747652, -0.964176, 0.406152], [-1.088247, 1.583176, -0.703540]], "atomic_forces_ev_per_a": [[0.0, 1.5, -0.2], [-0.7, -0.6, 0.2], [-2.6, 1.5, -1.1], [0.1, -1.3, 0.1], [3.1, -1.0, 1.0]], "lumo_ev": [-1.635, -1.634], "e_above_lowest_kcal_mol": 67.0}

# 10
{"formula": "CH2S3", "method": "ωB97M-V/def2-TZVPD", "species": ["C", "H", "H", "S", "S", "S"], "positions_angstrom": [[-0.094956, 0.040306, -0.115747], [0.250247, 1.702788, -1.569857], [-0.999731, -1.454791, 1.739835], [0.148809, 1.624556, -0.196746], [0.597078, -0.464696, 1.405835], [-0.663435, -1.190474, -1.176308]], "atomic_forces_ev_per_a": [[-0.7, -6.0, -1.2], [-0.3, 0.2, 0.7], [3.7, 1.9, -0.5], [0.7, 3.7, -1.7], [-3.8, -2.2, 1.7], [0.5, 2.5, 1.1]], "lumo_ev": -1.417, "e_above_lowest_kcal_mol": 66.9}

Total energy for the records above, in order: -18043.3269, -18551.1584, -30922.9388, -17133.3500, -13939.0579, -23240.1734, -35619.7611, -19644.8336, -22736.2308, -33571.9343 eV